No. 1
6 unconnected molecules or ions with the total composition H12O6 in a non-equilibrium geometry, computed with ωB97M-V/def2-TZVPD.

## Properties
Highest occupied orbital energy: -11.2 eV
Charge: 0
SMILES: O.O.O.O.O.O
E_tot: -12478.73389 eV
Largest force on an atom: 0.04768 hartree/bohr
Relative energy (zero: lowest compared OMol25 entry of this formula, charge and spin): 2.380 eV
Frontier orbital gap: 10.70 eV

CARTESIAN COORDINATES (ANGSTROEM)
O -0.3795 0.0155 -1.1218
H -0.3104 -0.4545 -0.2832
H -1.0012 0.7292 -0.9402
O 3.6033 -1.7035 0.7798
H 3.1159 -1.9309 1.5796
H 3.0433 -2.0252 0.0644
O 1.8385 -0.3833 0.8905
H 2.7112 -0.0153 0.7115
H 1.2302 0.3151 0.6236
O 1.6915 3.5754 -0.7758
H 2.1244 2.7233 -0.6509
H 0.8402 3.4727 -0.3356
O -4.4883 0.8196 1.4668
H -3.8740 1.0659 0.7661
H -4.4441 -0.1429 1.4899
O -1.8595 -2.4113 -1.3802
H -2.5830 -1.9319 -1.7996
H -1.2586 -1.7178 -1.0852

Atomic partial charges in e from the Mulliken method, atoms 1 to 6: -0.676, 0.343, 0.325, -0.721, 0.349, 0.355

=====

No. 2
A molecular structure, C8H10CeO6P in a non-equilibrium geometry, computed with ωB97M-V/def2-TZVPD.

## Properties
Highest occupied orbital energy (alpha / beta): -20.9 / -21.0 eV
Charge: +3
E_tot: -42927.18335 eV
Largest force on an atom: 0.14204 hartree/bohr
Relative energy (zero: lowest compared OMol25 entry of this formula, charge and spin): 0.000 eV
Frontier orbital gap (alpha / beta): 6.65 / 6.88 eV

CARTESIAN COORDINATES (ANGSTROEM)
O -4.1750 -1.5599 1.2569
C -3.2503 -1.1097 0.7263
Ce -1.2637 -0.0715 -0.5815
C -0.7255 1.8446 -2.2076
O -0.6628 2.7045 -2.9815
C -3.1075 0.9594 -1.9992
O -3.6097 1.8016 -2.6725
C -2.1902 2.1002 0.3142
O -2.7207 3.0387 0.7339
C -2.1059 -0.8831 -2.6873
O -2.5221 -1.3651 -3.6612
H -3.5813 0.4263 -1.0606
C 2.6937 -2.1783 1.1779
P 1.7592 -0.7037 0.8489
C 1.3219 0.1554 2.3631
C 2.6565 0.4282 -0.1983
O 0.4871 -1.1704 0.0815
H 3.4027 -2.3482 0.3536
H 1.9863 -3.0223 1.2177
H 3.2439 -2.1136 2.1275
H 2.2384 0.2745 2.9534
H 0.9367 1.1489 2.1207
H 0.5813 -0.3877 2.9662
H 2.4157 0.3739 -1.2740
H 2.4742 1.4523 0.1342
H 3.7172 0.2051 -0.0523

Atomic partial charges in e from the Mulliken method, atoms 1 to 6: -0.016, 0.353, 0.877, 0.303, -0.063, -0.078